This record from OMol25 describes a cluster of 3 separate species, C31H37F3N3O12 in total. The level of theory is ωB97M-V/def2-TZVPD.

```
86
Properties=species:S:1:pos:R:3:forces:R:3:mulliken_charge:R:1
C 5.338729 -1.689408 1.508843 -0.406 -0.975 -0.638 -1.198
C 4.223461 -2.152260 0.506703 -0.386 -0.154 -0.762 0.622
C 4.474930 -1.923439 -0.914118 -1.896 -0.758 0.619 -0.620
C 3.482165 -2.308594 -1.895612 -0.327 -0.590 1.811 -0.710
C 2.270704 -2.955972 -1.439842 0.485 0.326 1.032 -0.637
C 2.017327 -3.193121 -0.036450 0.969 0.607 -0.152 0.724
C 0.713807 -3.904463 0.448287 1.569 -1.356 -0.680 -1.049
N -0.047831 -3.080857 1.449190 -0.052 0.390 -1.203 0.874
C -0.785238 -2.091488 0.959389 -1.845 1.860 -0.223 -1.420
N -1.581238 -1.264235 1.717727 0.371 -1.635 -0.872 0.164
C -2.778566 -1.865591 2.365144 -0.939 0.426 1.447 -1.185
C -3.592877 -2.910313 1.543105 -1.026 -0.057 0.138 -0.322
C -4.736910 -2.273939 0.646750 0.149 -0.434 0.246 -0.323
C -5.606367 -3.437124 0.024403 -0.412 0.533 1.640 -0.782
O -4.779582 -4.452720 -0.590548 0.056 1.131 -1.294 -0.307
C -5.062790 -4.604926 -1.952458 0.263 -0.379 0.627 0.134
O -6.063868 -5.129290 -2.305147 -0.161 0.177 -0.428 -0.444
N -0.761579 -1.833216 -0.461225 2.310 0.788 1.001 0.783
C 0.130033 -0.614875 -0.573275 1.796 0.178 0.573 -1.461
O -2.024291 -1.446293 -0.894825 -1.154 0.156 -0.027 -0.039
C -2.003364 -0.958867 -2.252000 -1.101 1.009 -1.670 -0.134
C -3.404832 -1.261024 -2.926034 0.330 -0.584 -0.058 1.683
C -3.192516 -1.876255 -4.353177 -0.203 -0.468 0.213 -1.632
O -4.202830 -0.060581 -2.974444 0.180 -0.712 0.150 -0.588
C 0.015685 -3.359281 2.867706 0.662 -1.916 1.554 0.531
F 0.132090 -2.279664 3.651924 -0.759 -0.781 -1.023 -0.207
F -1.064914 -4.139649 3.193112 0.913 1.360 -0.068 -0.238
F 1.093896 -4.143291 3.174063 -0.976 0.938 -0.920 -0.255
C 2.998294 -2.800746 0.951174 0.969 0.722 -1.862 -0.447
H 5.353225 -2.345310 2.417868 -0.201 0.776 -0.674 0.363
H 6.320923 -1.870903 0.997593 -0.802 0.525 0.536 0.391
H 5.200678 -0.614712 1.781026 0.252 -0.912 -0.153 0.204
H 5.431062 -1.445794 -1.203398 -0.786 -0.375 0.104 0.402
H 3.610551 -2.170397 -2.991060 0.103 -0.012 1.047 0.403
H 1.485763 -3.271915 -2.166627 0.794 0.320 0.580 0.364
H 1.056760 -4.873276 0.900195 -0.642 1.057 0.121 0.639
H 0.059045 -4.221998 -0.402921 0.391 0.772 0.852 0.393
H -1.741719 -0.356482 1.286630 -0.176 -0.532 -0.313 0.485
H -3.483259 -1.014800 2.580945 0.840 -0.648 -0.246 0.571
H -2.472460 -2.219518 3.385620 -0.383 0.011 -1.095 0.201
H -2.999327 -3.642898 0.946729 -0.153 0.702 0.440 0.220
H -4.158186 -3.529321 2.297685 0.717 0.474 -0.586 0.726
H -4.345750 -1.563327 -0.117260 -0.161 -0.665 0.474 0.101
H -5.396219 -1.672011 1.333815 0.440 -0.600 -0.693 0.355
H -6.410491 -3.046565 -0.645069 0.796 -0.381 0.256 0.359
H -6.136238 -3.930461 0.886229 0.445 0.351 -0.848 0.433
H -4.271303 -4.246685 -2.666267 -0.323 -0.261 0.766 0.357
H 0.931856 -0.684639 0.216945 -0.654 -0.020 -0.793 0.461
H 0.680865 -0.596587 -1.543127 -0.835 0.060 0.679 0.575
H -0.428733 0.332354 -0.374809 0.201 -0.856 -0.411 0.275
H -1.208171 -1.423512 -2.881433 -0.450 0.068 0.874 0.242
H -1.893327 0.165499 -2.328219 0.144 -1.348 0.513 0.043
H -3.951970 -1.992627 -2.280729 0.616 0.326 -0.426 -0.946
H -2.367944 -2.634428 -4.316313 -0.655 0.611 -0.065 0.390
H -2.936580 -1.104039 -5.115691 -0.188 -0.478 0.685 0.367
H -4.109908 -2.432529 -4.690994 0.753 0.702 0.248 0.414
H -5.129032 -0.343593 -3.077332 0.516 0.288 -0.027 0.358
H 2.883779 -2.973100 2.042988 -0.078 0.061 -0.985 0.350
C 0.340102 5.311361 -2.211247 0.282 0.080 0.094 -1.029
C -0.435860 4.236022 -2.384847 -0.619 0.604 -0.197 0.241
C 0.096538 2.850447 -2.202163 0.687 -0.318 0.144 0.859
O -0.653796 1.895709 -2.351774 -0.179 0.382 -0.056 -0.466
C 1.501787 2.695075 -1.854354 -0.609 -0.192 -0.017 -0.908
C 2.283498 3.771012 -1.683410 0.964 -0.711 0.044 0.495
C 1.744783 5.158598 -1.838502 -0.567 0.580 -0.185 0.904
O 2.483686 6.106244 -1.655559 0.247 -0.332 0.096 -0.633
O 3.570814 3.654518 -1.367079 -0.799 -0.038 -2.606 -0.659
O -1.730267 4.350545 -2.729930 0.619 -0.631 0.211 -0.589
H -0.033605 6.318190 -2.337859 -0.013 -0.027 0.000 0.467
H 1.878212 1.687021 -1.742980 0.071 0.034 -0.031 0.599
H 3.907955 4.567317 -1.299530 0.109 -0.114 0.076 0.422
H -2.069469 3.437350 -2.791608 -0.106 0.112 -0.050 0.304
C 2.906446 6.177810 1.758710 -0.088 0.168 0.032 -0.746
C 3.303634 4.904654 1.817972 0.100 0.132 -0.591 0.074
C 3.435465 4.185167 3.121065 -0.018 -0.007 0.727 0.939
O 3.783100 3.016234 3.121629 -0.023 0.031 -0.421 -0.623
C 3.142931 4.922971 4.346489 0.088 -0.317 -0.211 -0.981
C 2.748049 6.200260 4.290938 -0.003 -0.087 0.928 0.313
C 2.589633 6.912278 2.985245 0.011 0.135 -0.591 0.881
O 2.211031 8.066335 2.978759 0.011 -0.107 0.329 -0.589
O 2.475503 6.900844 5.402137 0.002 0.066 -0.898 -0.552
O 3.605349 4.201149 0.700634 -0.111 0.698 3.115 -0.327
H 2.805296 6.708483 0.820913 0.018 -0.001 0.007 0.560
H 3.259193 4.395909 5.283408 -0.005 0.030 -0.003 0.426
H 2.212446 7.790189 5.094647 0.002 -0.012 0.126 0.358
H 3.862131 3.313367 1.016913 0.029 0.020 -0.105 0.250
```
Forces are in eV/Å.

Computed properties:
Net charge: +1
2S+1: 1
Kohn-Sham gap (eV): 7.8
Electronic energy (Eh): -2569.8088
E_HOMO (eV): -11.52
Energy relative to the best compared isomer or geometry (same formula, charge and spin) (kcal per mole): 55.9



This record from OMol25 describes a cluster of 2 separate species, C5H9Br2N4 in total. The level of theory is ωB97M-V/def2-TZVPD.

```
20
Properties=species:S:1:pos:R:3:forces:R:3:nbo_charge:R:1
C 0.432059 -0.258507 0.324357 -0.030 -0.718 3.613 0.554
C 0.339313 -2.669428 0.992091 -0.726 -0.518 -0.171 0.241
C 0.583194 -1.319771 1.458411 2.231 1.505 0.338 -0.598
C -0.058641 3.439276 -0.276704 0.558 -1.018 -0.056 -0.653
C -0.171578 1.906773 -0.526576 -0.477 -0.594 -0.305 -0.232
N -0.044550 -0.838079 -0.744184 0.060 2.430 -2.810 -0.282
N -0.508594 -2.935670 0.041852 0.112 -0.572 0.559 -0.296
N 0.502265 1.054576 0.540883 -0.899 -1.880 -2.550 -0.461
N -0.487967 -2.004410 -0.889637 -0.144 0.849 0.162 0.129
Br 1.180068 -4.123254 1.624381 0.661 -0.631 0.888 0.340
Br -1.453921 -2.797510 -3.439907 -0.424 -0.244 -1.323 -0.192
H 1.556036 -1.283824 2.003700 -0.940 0.254 -0.045 0.294
H -0.276670 -1.060145 2.074949 -0.018 0.035 0.573 0.318
H 0.318493 3.673563 0.722835 -1.521 -0.216 0.763 0.227
H 0.812147 3.918604 -0.681227 0.291 -0.128 -1.659 0.244
H -0.988029 3.904152 -0.648736 0.633 0.098 0.740 0.258
H -1.244375 1.564989 -0.420499 0.992 0.726 -0.423 0.218
H 0.196595 1.478597 -1.530092 -0.476 1.048 1.509 0.259
H 0.672192 1.440919 1.449027 0.389 -0.027 0.428 0.439
H -1.358039 -3.090850 -2.074924 -0.271 -0.399 -0.230 0.194
```
Forces are in eV/Å.

Computed properties:
Net charge: +1
2S+1: 1
Kohn-Sham gap (eV): 6.2
Electronic energy (Eh): -5562.5377
E_HOMO (eV): -12.71
Energy relative to the best compared isomer or geometry (same formula, charge and spin) (kcal per mole): 97.1



This record from OMol25 describes a cluster of 2 separate species, C4H11NO2 in total. The level of theory is ωB97M-V/def2-TZVPD.

```
18
Properties=species:S:1:pos:R:3:forces:R:3:nbo_charge:R:1
C -1.716976 -0.278268 1.392926 0.555 0.374 0.504 -0.618
C -0.160407 -0.333359 1.117492 -0.007 -2.511 -1.802 -0.391
C 0.686085 0.797950 0.501905 0.996 1.990 2.048 -0.523
C 2.003876 0.328838 -0.168477 -1.267 -0.580 -0.630 0.693
N 1.699878 -0.591325 -1.150770 1.893 0.208 -0.300 -0.853
O 3.161235 0.683411 0.080399 -2.134 -0.415 -0.316 -0.616
H -2.204967 0.553989 0.822601 0.405 -0.500 0.822 0.212
H -1.962059 -0.260929 2.534138 0.170 -0.017 -2.276 0.217
H -2.018262 -1.213161 0.860930 -0.630 0.703 1.194 0.206
H 0.404500 -0.801555 1.951202 -0.507 0.338 -0.333 0.212
H -0.224676 -1.181265 0.302145 0.964 1.567 1.460 0.182
H 0.047172 1.445830 -0.139928 0.779 -0.618 0.128 0.241
H 1.155361 1.480062 1.284928 -1.144 -0.637 -0.491 0.222
H 0.820010 -0.966114 -1.486713 0.110 0.732 0.577 0.419
H 2.525267 -0.779317 -1.691050 0.002 -0.521 -0.331 0.390
H -0.957260 0.862692 -2.562557 -0.612 -1.169 1.532 0.487
H -2.082555 -0.047398 -1.893216 0.775 0.428 -0.079 0.483
O -1.176223 0.299920 -1.755956 -0.348 0.629 -1.707 -0.963
```
Forces are in eV/Å.

Computed properties:
2S+1: 1
Kohn-Sham gap (eV): 9.8
Electronic energy (Eh): -364.2200
E_HOMO (eV): -9.57
Energy relative to the best compared isomer or geometry (same formula, charge and spin) (kcal per mole): 30.3
Structure (SMILES): CCCC(N)=O.O



This record from OMol25 describes a structure of composition C34H47NO2SeW. The level of theory is ωB97M-V/def2-TZVPD.

```
86
Properties=species:S:1:pos:R:3:forces:R:3:mulliken_spin:R:1
W -1.274822 -1.300244 -1.946658 -0.190 0.312 -0.190 1.907
C -1.861252 2.201451 4.447684 -0.003 -0.007 0.012 0.000
C -1.033136 2.753754 3.277750 -0.039 -0.022 -0.015 -0.003
C -1.238041 4.265764 3.200937 -0.019 0.031 0.003 0.001
C 0.455569 2.471020 3.523678 0.051 -0.016 0.025 -0.001
C -1.464320 2.047827 1.994080 0.037 -0.106 0.041 -0.002
C -1.316420 0.663605 1.895328 -0.036 0.168 -0.054 0.024
C -1.704983 0.045990 0.728454 0.021 0.013 0.129 0.053
Se -1.611464 -1.875536 0.543437 -0.150 -0.103 -0.008 -0.078
C 0.250171 -2.172911 0.839075 0.072 -0.035 0.029 -0.057
C 0.736990 -2.438558 2.094530 0.163 0.000 -0.083 0.009
C 2.119841 -2.628533 2.245500 -0.132 -0.005 0.069 0.001
C 2.906686 -2.558431 1.108675 0.059 0.008 -0.059 0.001
C 2.440736 -2.308986 -0.197246 0.045 -0.041 0.124 -0.020
C 1.077480 -2.126578 -0.287094 -0.126 0.097 -0.207 -0.022
O 0.392078 -1.892987 -1.484237 0.168 -0.072 0.099 0.127
C 3.465433 -2.262761 -1.334554 -0.008 0.013 -0.006 -0.002
C 4.503972 -1.177499 -1.010135 -0.004 0.030 -0.001 0.000
C 2.870683 -1.942373 -2.709116 0.021 0.020 -0.037 -0.005
C 4.155185 -3.631989 -1.425207 0.009 -0.047 -0.012 0.000
C 2.684057 -2.902947 3.637834 -0.013 -0.002 -0.041 0.000
C 2.051948 -4.190885 4.185475 -0.003 -0.007 0.022 0.000
C 4.202109 -3.070132 3.617464 0.037 -0.006 -0.006 0.000
C 2.327962 -1.723578 4.554711 -0.011 0.005 0.017 0.000
C -2.241584 0.745662 -0.348157 -0.089 -0.083 -0.132 0.008
O -2.565668 -0.016618 -1.476341 -0.056 0.093 0.273 0.087
C -2.423422 2.122866 -0.288832 0.050 0.070 0.125 -0.082
C -2.019171 2.723247 0.907862 -0.007 0.035 -0.050 0.010
C -3.003335 2.931464 -1.449942 -0.051 0.029 0.002 -0.004
C -2.091099 2.806863 -2.678898 0.004 0.003 -0.039 -0.007
C -3.115715 4.418157 -1.100178 -0.004 -0.009 -0.010 0.001
C -4.414188 2.422103 -1.783184 -0.023 -0.003 -0.014 -0.003
H -1.566784 2.696397 5.373543 0.007 -0.005 0.000 0.000
H -2.927701 2.375848 4.296719 0.004 0.009 -0.017 0.000
H -1.708599 1.129164 4.583342 0.003 0.003 0.010 0.000
H -0.909050 4.718933 4.135770 0.011 -0.002 -0.005 0.000
H -0.656477 4.717603 2.394843 0.010 -0.003 0.004 0.000
H -2.288462 4.531430 3.066902 -0.001 -0.014 0.000 0.000
H 0.777621 2.966298 4.440381 -0.007 0.007 -0.005 0.000
H 0.658292 1.404328 3.642807 -0.014 0.002 -0.007 0.000
H 1.071411 2.845414 2.703792 -0.014 0.007 -0.007 0.000
H -0.908580 0.085626 2.714275 0.002 0.003 0.009 0.002
H 0.069097 -2.501188 2.943628 0.000 -0.007 0.009 0.000
H 3.969382 -2.712191 1.220955 0.002 0.001 0.003 0.000
H 4.035127 -0.194789 -0.926887 -0.004 -0.007 0.000 0.000
H 5.035526 -1.377353 -0.080749 0.003 -0.007 0.000 0.000
H 5.245197 -1.132049 -1.808587 0.002 -0.011 -0.001 0.000
H 2.391324 -0.960464 -2.727412 0.000 0.001 0.017 0.001
H 3.684601 -1.917177 -3.433976 -0.002 -0.006 -0.002 0.001
H 2.162387 -2.702284 -3.041339 0.003 -0.013 0.011 -0.002
H 4.666612 -3.901190 -0.501338 -0.014 0.022 0.009 0.000
H 3.436518 -4.420516 -1.656035 0.001 0.004 0.001 0.000
H 4.903204 -3.612238 -2.218591 -0.006 0.007 -0.005 0.000
H 2.285477 -5.046965 3.550653 0.002 0.007 -0.009 0.000
H 2.440582 -4.395338 5.183531 0.002 0.003 -0.002 0.000
H 0.966456 -4.112468 4.267927 0.001 -0.001 -0.001 0.000
H 4.510530 -3.918050 3.002664 -0.005 -0.001 0.004 0.000
H 4.708806 -2.172316 3.257371 -0.006 0.005 0.006 0.000
H 4.556657 -3.259778 4.630234 -0.009 0.003 0.002 0.000
H 1.247586 -1.600265 4.657234 0.003 0.007 0.004 0.000
H 2.729929 -1.897928 5.553140 0.002 -0.002 -0.003 0.000
H 2.748618 -0.788721 4.179072 0.004 -0.005 -0.009 0.000
H -2.139550 3.790993 0.994010 -0.006 -0.007 -0.011 0.001
H -1.072318 3.125855 -2.449694 -0.003 -0.003 0.016 -0.004
H -2.063688 1.787804 -3.066167 0.017 -0.012 0.009 0.016
H -2.467904 3.448135 -3.477696 -0.002 0.002 0.008 0.000
H -2.143232 4.869592 -0.897340 0.002 -0.007 -0.007 0.000
H -3.550887 4.944460 -1.949629 0.007 0.009 0.001 0.000
H -3.768122 4.589517 -0.242965 0.000 -0.011 0.002 0.000
H -4.419209 1.376151 -2.091591 0.025 0.005 0.002 0.003
H -5.078463 2.524274 -0.924096 0.008 0.005 0.004 0.001
H -4.831390 3.015255 -2.598427 -0.001 -0.002 0.000 0.000
N -2.900818 -1.634414 -3.457031 0.038 -0.089 0.035 0.045
C -2.390249 -0.670766 -4.421249 -0.010 0.055 -0.141 -0.062
C -3.234523 0.095107 -5.206407 -0.038 -0.066 0.116 -0.008
C -2.692026 1.039557 -6.061115 -0.017 0.039 -0.048 0.006
C -1.316694 1.233340 -6.125908 0.093 0.008 0.004 0.002
C -0.470550 0.488322 -5.325296 -0.036 0.053 0.153 0.010
C -1.013374 -0.465228 -4.462913 0.221 0.017 0.051 0.097
H -3.810192 -1.332969 -3.109481 -0.014 -0.031 -0.003 0.006
H -3.017126 -2.559786 -3.867671 0.067 -0.010 0.010 -0.004
H -4.305969 -0.054745 -5.154348 0.001 0.010 -0.010 -0.001
H -3.349849 1.627739 -6.686665 0.005 -0.001 -0.004 0.000
H -0.900720 1.965183 -6.804302 -0.026 0.008 -0.007 0.000
H 0.600178 0.630213 -5.369251 0.004 -0.014 -0.005 -0.001
H -0.260920 -1.079553 -3.931345 -0.086 -0.334 -0.200 -0.052
```
Forces are in eV/Å.

Computed properties:
Net charge: +2
2S+1: 3
Kohn-Sham gap (alpha / beta) (eV): 6.7 / 6.5
Electronic energy (Eh): -3996.9843
E_HOMO (alpha / beta) (eV): -14.23 / -14.27
Energy relative to the best compared isomer or geometry (same formula, charge and spin) (kcal per mole): 3.1



- electronic energy of number 3 (C4H11NO2)?
  -364.2200 Eh



- Among the records above, which one has the lowest electronic energy?
  C5H9Br2N4



- Which of these has the highest electronic energy?
  C4H11NO2